DFT (ωB97M-V with the def2-TZVPD basis set) results for C17H16BBrF4N2O3S3Ti as an isolated structure in a non-equilibrium geometry.

The calculation puts the energy above the lowest of the compared OMol25 structures with the same formula, charge and spin at 19.5 kJ/mol. The calculation puts the HOMO energy (spin up / spin down) at 0.02294 / -0.08562 Eh. The max |F| comes out at 1.3 eV/Å. Its LUMO energy (spin up / spin down) is 3.6 / 3.6 eV. The net charge is -2. The spin multiplicity is 3.

Last column: Löwdin spin population.
Element x y z (Å)
Ti 0.080 0.079 -0.488  1.13
S 0.836 -2.984 3.915  0.00
C 0.504 -1.737 2.825  0.00
S -0.781 -0.647 3.303  0.00
S 1.379 -1.413 1.418  0.00
O -0.119 1.501 0.759  0.02
C -0.879 2.606 0.354  0.02
C -1.270 2.526 -1.110  0.10
C -1.922 3.525 -1.764  0.05
C -2.335 3.363 -3.113  0.24
C -2.048 2.125 -3.700  0.02
C -1.378 1.154 -3.010  0.16
N -0.936 1.321 -1.709  0.14
H -0.634 0.279 2.320  0.00
H -0.324 3.539 0.535  0.00
H -1.805 2.647 0.948  0.00
H -2.127 4.444 -1.227  0.00
H -2.842 4.149 -3.654  0.02
H -2.346 1.913 -4.722  0.00
H -1.129 0.202 -3.461  0.01
Br -6.212 -4.902 -3.437  0.00
C -5.127 -3.667 -2.466  0.00
C -5.741 -2.610 -1.810  0.00
C -4.945 -1.717 -1.103  0.00
C -3.565 -1.891 -1.056  0.00
C -2.973 -2.957 -1.724  0.00
C -3.755 -3.859 -2.438  0.00
C -2.713 -0.854 -0.295  0.01
O -3.289 0.083 0.242  0.00
O -1.457 -1.119 -0.325  0.01
H -6.813 -2.482 -1.854  0.00
H -5.371 -0.872 -0.580  0.00
H -1.897 -3.065 -1.681  0.00
H -3.304 -4.689 -2.965  0.00
C 1.071 -4.729 -0.316  0.00
C 1.896 -4.026 -1.397  0.01
C 1.401 -2.670 -1.623  0.03
N 0.947 -1.618 -1.706  0.01
H 1.462 -5.734 -0.160  0.00
H 0.025 -4.803 -0.613  0.00
H 1.118 -4.170 0.619  0.00
H 1.868 -4.564 -2.349  0.00
H 2.943 -3.942 -1.098  0.00
F 2.156 0.798 -0.883  0.01
B 2.484 1.624 -2.054  0.00
F 1.999 2.892 -1.845  0.00
F 3.878 1.608 -2.183  0.00
F 1.916 1.008 -3.161  0.00